# 1
{"formula": "C84H84O28", "method": "wB97M-V/def2-TZVPD", "orbital_gap_ev": 7.72, "de_lowest_kcal_mol": 133.47, "e_homo_ev": -7.501, "total_energy_ha": -5357.73347, "lumo_energy_ha": 0.008, "elements": ["C", "C", "C", "C", "C", "C", "O", "O", "H", "H", "H", "H", "H", "H", "C", "C", "C", "C", "C", "C", "O", "O", "H", "H", "H", "H", "H", "H", "C", "C", "C", "C", "C", "C", "O", "O", "H", "H", "H", "H", "H", "H", "C", "C", "C", "C", "C", "C", "O", "O", "H", "H", "H", "H", "H", "H", "C", "C", "C", "C", "C", "C", "O", "O", "H", "H", "H", "H", "H", "H", "C", "C", "C", "C", "C", "C", "O", "O", "H", "H", "H", "H", "H", "H", "C", "C", "C", "C", "C", "C", "O", "O", "H", "H", "H", "H", "H", "H", "C", "C", "C", "C", "C", "C", "O", "O", "H", "H", "H", "H", "H", "H", "C", "C", "C", "C", "C", "C", "O", "O", "H", "H", "H", "H", "H", "H", "C", "C", "C", "C", "C", "C", "O", "O", "H", "H", "H", "H", "H", "H", "C", "C", "C", "C", "C", "C", "O", "O", "H", "H", "H", "H", "H", "H", "C", "C", "C", "C", "C", "C", "O", "O", "H", "H", "H", "H", "H", "H", "C", "C", "C", "C", "C", "C", "O", "O", "H", "H", "H", "H", "H", "H", "C", "C", "C", "C", "C", "C", "O", "O", "H", "H", "H", "H", "H", "H"], "coordinates": [[23.12838, 18.08788, 15.00923], [23.81004, 19.20594, 15.42119], [23.11686, 20.07374, 16.27614], [21.81250, 19.80461, 16.72271], [21.19612, 18.67206, 16.37348], [21.86094, 17.84676, 15.50519], [21.11660, 16.79952, 14.97702], [23.80664, 21.21172, 16.62189], [23.68002, 17.40282, 14.38251], [24.82442, 19.33076, 15.07208], [21.42770, 20.42076, 17.52191], [20.27288, 18.40688, 16.86715], [21.48872, 16.66431, 14.10247], [24.14766, 21.56830, 15.79838], [16.68092, 11.44158, 10.23890], [17.31680, 10.18238, 9.93947], [18.70942, 10.06605, 9.89252], [19.45682, 11.25866, 10.13696], [18.86597, 12.45684, 10.48980], [17.50424, 12.55274, 10.62376], [16.89260, 13.81916, 10.78491], [19.19326, 8.90372, 9.39770], [15.62704, 11.61564, 10.07945], [16.76826, 9.30904, 9.61891], [20.51824, 11.31592, 9.94591], [19.60275, 13.24026, 10.58882], [15.97056, 13.76144, 10.52388], [20.03154, 8.72936, 9.83187], [15.69772, 10.42594, 23.83571], [14.45802, 9.75677, 23.84188], [14.17716, 8.91648, 22.87317], [14.97080, 8.73818, 21.78698], [16.20480, 9.34210, 21.76789], [16.51392, 10.23434, 22.81270], [17.63515, 11.05498, 22.70899], [13.11136, 8.13668, 22.91068], [15.81102, 11.03456, 24.72066], [13.89686, 9.72968, 24.76425], [14.64984, 8.05174, 21.01744], [16.96628, 9.18608, 21.01810], [17.41630, 11.87360, 23.16017], [13.27466, 7.20726, 22.73430], [11.37710, 14.23844, 16.27234], [11.75980, 14.96682, 17.38748], [10.80616, 15.05694, 18.42604], [9.54694, 14.46668, 18.38024], [9.21994, 13.71686, 17.28073], [10.11540, 13.57796, 16.24123], [9.70588, 13.08864, 15.13535], [11.07166, 15.84366, 19.46135], [11.94686, 14.18490, 15.35642], [12.69286, 15.49272, 17.24884], [8.85113, 14.65836, 19.18368], [8.27481, 13.19590, 17.23921], [8.75938, 13.24768, 15.15671], [10.40400, 15.72492, 20.14087], [14.83920, 18.84317, 16.22748], [15.84274, 19.14110, 17.21627], [17.18996, 18.97604, 16.76438], [17.47728, 18.55648, 15.43438], [16.46118, 18.15574, 14.56288], [15.13856, 18.36954, 14.89729], [14.17552, 17.89990, 14.05667], [18.20836, 19.52584, 17.50190], [13.77636, 18.95691, 16.38197], [15.54882, 19.36250, 18.23166], [18.51974, 18.75784, 15.23646], [16.81221, 17.75550, 13.62321], [14.06506, 18.46186, 13.28622], [18.79146, 20.16668, 17.08845], [10.55596, 15.01850, 10.48744], [11.60648, 14.40622, 9.94921], [12.78178, 14.46548, 10.65572], [12.97248, 15.24404, 11.79960], [11.80272, 15.87578, 12.27927], [10.53044, 15.82854, 11.59718], [9.39305, 16.48753, 12.02026], [13.90858, 13.76410, 10.18869], [9.62433, 14.88018, 9.95894], [11.49508, 13.69152, 9.14721], [13.97414, 15.23794, 12.20338], [11.83392, 16.58686, 13.09153], [9.82672, 17.03348, 12.68015], [13.70964, 13.21770, 9.42484], [17.27066, 17.59354, 10.69889], [18.59152, 17.66433, 11.29975], [19.42717, 18.70515, 10.82596], [19.10186, 19.37545, 9.68054], [17.85840, 19.36297, 9.16134], [16.89606, 18.50736, 9.71206], [15.73004, 18.24645, 9.12649], [20.63587, 19.13005, 11.37656], [16.57553, 16.82496, 11.00300], [18.94270, 17.14234, 12.17758], [19.77580, 20.09596, 9.24114], [17.69790, 19.92754, 8.25475], [14.95090, 18.28590, 9.68596], [21.07176, 18.59446, 12.04346], [23.40540, 14.01108, 12.22926], [23.39592, 12.64872, 12.45321], [22.19260, 12.05242, 12.95072], [21.00862, 12.76596, 13.22340], [21.07684, 14.09728, 12.85227], [22.27028, 14.75440, 12.52359], [22.37168, 16.14814, 12.47821], [22.30434, 10.71486, 13.30833], [24.36062, 14.30812, 11.82220], [24.33132, 12.13458, 12.28860], [20.12254, 12.25600, 13.57153], [20.14764, 14.63646, 12.96318], [22.93326, 16.63918, 11.87397], [21.99496, 10.62530, 14.21269], [14.02736, 10.39512, 13.09429], [13.09586, 10.89542, 14.00605], [11.75314, 10.39484, 14.05358], [11.38978, 9.47521, 13.12647], [12.32310, 9.00224, 12.17254], [13.62212, 9.51128, 12.14949], [14.42142, 9.10737, 11.15733], [10.89654, 10.74678, 14.96077], [15.06522, 10.68672, 13.15919], [13.35906, 11.63820, 14.74457], [10.33524, 9.27418, 13.00845], [12.01886, 8.27094, 11.43834], [14.00968, 8.40404, 10.64999], [10.37846, 11.50800, 14.68922], [11.97868, 10.64058, 17.91980], [11.87756, 11.38454, 19.03266], [11.59350, 10.84350, 20.28357], [11.40608, 9.49358, 20.38073], [11.44150, 8.62780, 19.22356], [11.89588, 9.23578, 18.03807], [12.02386, 8.47601, 16.89732], [11.45138, 11.69868, 21.41781], [12.08926, 11.05356, 16.92802], [12.10860, 12.42996, 18.89074], [11.08130, 9.01670, 21.29369], [11.22350, 7.57012, 19.23660], [11.89478, 8.90682, 16.04918], [11.08054, 11.33280, 22.22417], [17.12788, 8.51242, 15.90674], [17.46826, 8.16114, 14.55864], [16.52197, 7.66360, 13.69707], [15.27360, 7.63298, 14.17879], [14.92370, 7.87598, 15.47064], [15.86226, 8.31288, 16.36088], [15.54920, 8.56908, 17.60438], [16.79080, 7.47318, 12.36427], [17.90294, 8.90336, 16.54930], [18.49576, 8.32600, 14.26978], [14.55138, 7.18944, 13.50942], [13.90662, 7.72944, 15.80303], [14.70740, 8.97630, 17.82145], [16.14514, 8.09560, 12.02175], [16.25364, 15.13084, 19.23650], [17.07492, 14.01992, 19.42550], [16.61320, 12.92024, 20.02142], [15.31478, 12.92270, 20.60523], [14.48856, 14.02644, 20.40314], [14.94352, 15.15416, 19.68839], [14.06296, 16.03176, 19.12292], [17.36769, 11.77580, 19.98430], [16.61748, 16.02546, 18.75312], [18.05034, 13.89172, 18.97994], [15.03306, 12.06670, 21.20047], [13.43486, 13.91490, 20.61217], [13.29892, 15.89662, 19.68822], [17.21886, 11.14108, 20.68899], [23.47556, 11.03424, 18.19276], [23.05650, 10.10889, 17.19913], [21.71638, 10.22604, 16.70166], [20.81870, 11.33632, 17.06292], [21.21562, 12.07294, 18.12849], [22.43126, 11.88480, 18.72960], [22.72230, 12.68324, 19.75070], [21.23528, 9.20922, 16.01055], [24.44388, 10.90400, 18.65297], [23.78878, 9.37518, 16.89606], [19.78668, 11.30462, 16.74613], [20.42644, 12.74208, 18.43812], [23.53788, 12.28310, 20.06106], [21.86468, 8.52282, 15.77749], [15.97072, 14.83164, 15.33770], [15.45046, 13.94524, 16.28064], [15.83600, 12.57718, 16.29891], [16.68916, 12.10774, 15.31271], [17.09477, 13.03178, 14.27742], [16.71870, 14.38504, 14.25271], [17.34586, 15.24718, 13.39546], [15.34150, 11.73150, 17.34234], [15.77712, 15.89014, 15.42974], [14.70638, 14.22554, 17.01151], [16.84711, 11.04532, 15.42558], [17.67224, 12.66700, 13.44084], [17.42074, 14.77406, 12.56351], [15.81292, 11.80120, 18.17572]]}

# 2
{"formula": "C84H94N14O16S4", "method": "wB97M-V/def2-TZVPD", "orbital_gap_ev": 7.73, "e_homo_ev": -8.486, "total_energy_ha": -6819.59556, "lumo_energy_ha": -0.028, "elements": ["C", "S", "O", "C", "H", "H", "H", "H", "H", "H", "C", "S", "O", "C", "H", "H", "H", "H", "H", "H", "C", "S", "O", "C", "H", "H", "H", "H", "H", "H", "C", "S", "O", "C", "H", "H", "H", "H", "H", "H", "C", "C", "C", "C", "C", "C", "N", "O", "O", "H", "H", "H", "H", "H", "C", "C", "C", "C", "C", "C", "N", "O", "O", "H", "H", "H", "H", "H", "C", "C", "C", "C", "C", "C", "N", "O", "O", "H", "H", "H", "H", "H", "C", "C", "C", "C", "C", "C", "N", "O", "O", "H", "H", "H", "H", "H", "C", "C", "C", "C", "C", "C", "N", "O", "O", "H", "H", "H", "H", "H", "C", "C", "C", "C", "C", "C", "N", "O", "O", "H", "H", "H", "H", "H", "N", "C", "C", "C", "C", "C", "H", "H", "H", "H", "H", "N", "C", "C", "C", "C", "C", "H", "H", "H", "H", "H", "N", "C", "C", "C", "C", "C", "H", "H", "H", "H", "H", "N", "C", "C", "C", "C", "C", "H", "H", "H", "H", "H", "N", "C", "C", "C", "C", "C", "H", "H", "H", "H", "H", "N", "C", "C", "C", "C", "C", "H", "H", "H", "H", "H", "N", "C", "C", "C", "C", "C", "H", "H", "H", "H", "H", "N", "C", "C", "C", "C", "C", "H", "H", "H", "H", "H"], "coordinates": [[-6.43820, -0.67013, 0.25412], [-5.03821, 0.45711, -0.08151], [-3.99916, 0.14955, 0.99107], [-4.52443, -0.22901, -1.74527], [-6.48517, -0.84622, 1.32878], [-6.53738, -1.48736, -0.46030], [-7.27794, -0.00694, 0.04652], [-4.20398, -1.26385, -1.62480], [-3.67967, 0.38994, -2.04757], [-5.26842, -0.18740, -2.54079], [-1.09217, -2.60446, -6.62190], [-2.18515, -2.22665, -5.17850], [-3.19319, -1.21154, -5.75682], [-3.08855, -3.83233, -5.12994], [-1.62255, -2.51522, -7.56996], [-0.59213, -3.54816, -6.40396], [-0.25160, -1.91053, -6.62635], [-3.81912, -3.96058, -5.92863], [-3.56829, -3.92479, -4.15556], [-2.31366, -4.59628, -5.19337], [-1.21993, 1.13963, -4.33679], [0.24054, 0.04620, -4.68111], [0.55640, 0.23897, -6.16728], [1.59975, 1.08385, -4.00957], [-1.95724, 0.84913, -5.08519], [-0.80462, 2.14716, -4.35926], [-1.64307, 1.00335, -3.34157], [1.36324, 2.09548, -4.33936], [2.57454, 0.80163, -4.40736], [1.60617, 1.23333, -2.92989], [-4.33938, -3.76494, 1.07176], [-5.34034, -4.33008, -0.39482], [-4.49193, -3.88981, -1.56436], [-5.26852, -6.12613, -0.10139], [-3.34917, -4.22053, 1.07604], [-4.78509, -4.05836, 2.02221], [-4.33835, -2.67625, 1.01830], [-4.24195, -6.43970, -0.29095], [-5.93006, -6.64231, -0.79711], [-5.61151, -6.39941, 0.89648], [2.54968, 6.57146, 1.70131], [1.41813, 6.24978, 0.93253], [0.15666, 6.16119, 1.51655], [0.04343, 6.43737, 2.90872], [1.21276, 6.69735, 3.65233], [2.41149, 6.86481, 3.05814], [-1.25228, 6.40791, 3.60394], [-1.29808, 6.37297, 4.82739], [-2.28416, 6.44674, 2.93525], [3.48393, 6.45372, 1.17242], [1.55229, 5.89618, -0.07909], [-0.71976, 5.83328, 0.97730], [1.02311, 6.94910, 4.68532], [3.29336, 7.01270, 3.66382], [-5.77158, 2.93520, 5.68257], [-5.15382, 1.71818, 5.75826], [-3.79636, 1.60567, 5.46632], [-3.13757, 2.64495, 4.84461], [-3.82196, 3.83385, 4.59832], [-5.07967, 4.02045, 5.16734], [-1.67541, 2.57754, 4.37816], [-1.04295, 1.61342, 4.75718], [-1.25919, 3.33949, 3.58024], [-6.73125, 3.12058, 6.14199], [-5.63896, 0.86492, 6.20878], [-3.26594, 0.67512, 5.60465], [-3.32608, 4.68967, 4.16464], [-5.55241, 4.99022, 5.11761], [4.47844, -4.82302, 0.56788], [5.67854, -5.45406, 0.28291], [5.83507, -6.14338, -0.87477], [4.77851, -6.33301, -1.78903], [3.51877, -5.68950, -1.47804], [3.43118, -4.92246, -0.32497], [4.99417, -7.02802, -3.05484], [4.16756, -6.71448, -3.93099], [5.98648, -7.73334, -3.21965], [4.37208, -4.35601, 1.53587], [6.44199, -5.40689, 1.04536], [6.77417, -6.66874, -0.96684], [2.63401, -5.84504, -2.07756], [2.50965, -4.43850, -0.03693], [4.87529, 2.36319, -1.74850], [4.07484, 1.58449, -0.94252], [4.48284, 1.12492, 0.24936], [5.75637, 1.49087, 0.70761], [6.57908, 2.32313, -0.06905], [6.08093, 2.77515, -1.26856], [6.28361, 0.96683, 1.94652], [5.45492, 0.51623, 2.70316], [7.51571, 0.79527, 2.19695], [4.50223, 2.75011, -2.68525], [3.16683, 1.14372, -1.32678], [3.89205, 0.39275, 0.77971], [7.57550, 2.53000, 0.29255], [6.73102, 3.35910, -1.90321], [1.51903, -3.20645, -2.91883], [2.54565, -2.25060, -3.21694], [3.32871, -2.31507, -4.33819], [3.18207, -3.45154, -5.07069], [2.22961, -4.38830, -4.85367], [1.30674, -4.22883, -3.79015], [4.17872, -3.73927, -6.19600], [4.96327, -2.79963, -6.48257], [4.04567, -4.78727, -6.82228], [0.97835, -3.09252, -1.99088], [2.77732, -1.53057, -2.44604], [4.00463, -1.54587, -4.68149], [2.17708, -5.25101, -5.50123], [0.54590, -4.94839, -3.52606], [2.07106, 2.79950, 6.39249], [1.65033, 3.40865, 5.17274], [2.51586, 3.63461, 4.15439], [3.85505, 3.26224, 4.23710], [4.29846, 2.54591, 5.36010], [3.37487, 2.38070, 6.45770], [4.81750, 3.55187, 3.12475], [5.99185, 3.34794, 3.33208], [4.34595, 4.12205, 2.12467], [1.35169, 2.73655, 7.19558], [0.68447, 3.87953, 5.06406], [2.12359, 4.11267, 3.26895], [5.32699, 2.23494, 5.46886], [3.62054, 1.87293, 7.37868], [3.15957, -2.69616, 3.24761], [3.41792, -1.70773, 4.18743], [2.42100, -1.30888, 5.09472], [1.26060, -1.91495, 5.03592], [0.99911, -2.97119, 4.16054], [1.99040, -3.37206, 3.26191], [4.40805, -1.27641, 4.18384], [2.59455, -0.49861, 5.78736], [0.50152, -1.53648, 5.70447], [0.03113, -3.44957, 4.18463], [1.84079, -4.06663, 2.44853], [-3.54574, 4.71455, 0.12518], [-4.55213, 5.48163, -0.42835], [-5.91012, 5.24181, -0.04737], [-6.20886, 4.32728, 0.93370], [-5.16265, 3.56370, 1.50334], [-3.84492, 3.71298, 1.01574], [-4.23978, 6.21276, -1.15930], [-6.69976, 5.79840, -0.53015], [-7.20877, 4.29660, 1.34069], [-5.36926, 2.85705, 2.29351], [-3.02829, 3.21664, 1.51890], [8.16943, -2.97031, -2.36779], [7.43650, -2.63599, -1.28756], [7.34788, -1.31989, -0.74780], [8.17273, -0.31782, -1.29509], [8.95802, -0.65784, -2.40172], [8.93034, -1.97092, -2.92846], [6.82460, -3.40432, -0.83853], [6.69026, -1.06935, 0.07146], [8.09412, 0.69884, -0.93928], [9.50917, 0.08531, -2.95881], [9.63722, -2.16762, -3.72093], [0.63122, -0.98236, -0.33137], [-0.39698, -0.33135, -0.86378], [-1.13539, 0.68524, -0.15033], [-0.70035, 1.02373, 1.13946], [0.40609, 0.39349, 1.69554], [1.05371, -0.64508, 0.95521], [-0.67983, -0.51588, -1.88962], [-1.95548, 1.23083, -0.59327], [-1.23648, 1.82273, 1.62992], [0.68196, 0.66281, 2.70438], [1.95464, -1.12626, 1.30620], [2.19799, 4.28965, -2.54921], [1.31525, 3.75930, -1.59093], [-0.06981, 3.84369, -1.81120], [-0.60273, 4.60159, -2.84362], [0.28918, 5.07700, -3.80838], [1.69831, 5.00996, -3.58582], [1.65348, 3.31170, -0.66809], [-0.81138, 3.46505, -1.12337], [-1.66485, 4.67304, -3.02579], [-0.09228, 5.63156, -4.65297], [2.29851, 5.37061, -4.40806], [-0.48799, -7.22332, -1.08150], [0.18286, -6.25276, -0.30583], [-0.15352, -4.88933, -0.33623], [-1.20292, -4.47642, -1.10235], [-1.91440, -5.41204, -1.81648], [-1.52318, -6.80344, -1.87351], [0.95443, -6.60003, 0.36535], [0.39367, -4.17114, 0.25640], [-1.44280, -3.42459, -1.15258], [-2.75974, -5.17983, -2.44726], [-2.09333, -7.49252, -2.47891], [-5.76258, -1.87532, 4.55242], [-4.52054, -1.85174, 3.95808], [-3.35842, -2.11852, 4.71524], [-3.47860, -2.40692, 6.08049], [-4.73948, -2.61358, 6.63152], [-5.87334, -2.26708, 5.86002], [-4.52249, -1.61830, 2.90361], [-2.36708, -2.10130, 4.28704], [-2.59104, -2.64052, 6.64975], [-4.88978, -3.06973, 7.59886], [-6.87095, -2.28604, 6.27332], [-4.33433, 2.27219, -4.54008], [-5.25207, 1.53508, -5.17162], [-6.54276, 2.03999, -5.42557], [-6.99495, 3.17903, -4.74174], [-6.10110, 3.83973, -3.91824], [-4.78989, 3.38300, -3.88105], [-4.88188, 0.63419, -5.63829], [-7.30254, 1.49862, -5.96965], [-7.97963, 3.59482, -4.89641], [-6.36004, 4.74722, -3.39307], [-4.05973, 3.94041, -3.31310]]}